Record 1
{
  "formula": "C4H9NO2",
  "method": "ωB97M-V with the def2-TZVPD basis set",
  "symbols": ["N", "C", "O", "C", "C", "C", "O", "H", "H", "H", "H", "H", "H", "H", "H", "H"],
  "coordinates": [[-1.989, -0.450, 1.348], [-0.718, 0.035, 1.211], [0.185, -0.323, 1.937], [-0.545, 1.126, 0.168], [0.663, 0.884, -0.733], [0.619, -0.438, -1.477], [1.909, -0.807, -1.984], [-2.667, -0.387, 0.603], [-2.119, -1.127, 2.082], [-1.448, 1.241, -0.423], [-0.336, 2.023, 0.755], [0.753, 1.680, -1.482], [1.598, 0.931, -0.183], [0.346, -1.259, -0.812], [-0.109, -0.486, -2.292], [2.071, -0.385, -2.831]],
  "lumo_energy_ev": 0.815,
  "smiles": "NC(=O)CCCO"
}



Record 2
{
  "formula": "C26H25N3O4W",
  "method": "ωB97M-V with the def2-TZVPD basis set",
  "symbols": ["W", "C", "C", "O", "C", "C", "C", "N", "N", "C", "O", "C", "C", "C", "C", "C", "C", "H", "H", "H", "H", "H", "H", "H", "H", "H", "H", "H", "H", "C", "O", "C", "C", "C", "C", "C", "C", "N", "C", "C", "C", "C", "C", "C", "C", "O", "H", "H", "H", "H", "H", "H", "H", "H", "H", "H", "H", "H", "H"],
  "coordinates": [[0.284, 0.965, -1.444], [-1.067, 1.763, -5.389], [-1.223, 1.677, -3.909], [-0.082, 1.634, -3.220], [-2.441, 1.670, -3.290], [-2.638, 1.726, -1.892], [-3.991, 2.016, -1.341], [-1.618, 1.573, -1.052], [-1.869, 1.861, 0.291], [-0.762, 2.014, 0.916], [0.405, 1.910, 0.219], [-0.662, 2.260, 2.354], [-1.802, 2.173, 3.155], [-1.697, 2.394, 4.516], [-0.465, 2.701, 5.082], [0.669, 2.792, 4.286], [0.575, 2.569, 2.920], [-0.022, 1.879, -5.661], [-1.634, 2.609, -5.776], [-1.463, 0.860, -5.857], [-3.316, 1.742, -3.919], [-4.746, 1.906, -2.114], [-4.016, 3.043, -0.968], [-4.211, 1.370, -0.494], [-2.756, 1.941, 2.701], [-2.580, 2.335, 5.139], [-0.392, 2.882, 6.146], [1.621, 3.053, 4.727], [1.447, 2.664, 2.289], [1.756, -4.642, -0.545], [1.549, -3.418, 0.174], [0.303, -3.143, 0.606], [-0.844, -3.839, 0.240], [-2.077, -3.456, 0.742], [-2.198, -2.386, 1.624], [-1.064, -1.700, 2.008], [0.171, -2.067, 1.488], [1.325, -1.392, 1.981], [2.424, -0.992, 1.426], [2.822, -0.825, 0.046], [4.173, -0.523, -0.153], [4.683, -0.179, -1.400], [3.834, -0.107, -2.485], [2.476, -0.412, -2.329], [1.970, -0.779, -1.083], [0.608, -0.875, -1.003], [2.828, -4.716, -0.700], [1.245, -4.615, -1.507], [1.410, -5.493, 0.042], [-0.775, -4.682, -0.432], [-2.957, -4.012, 0.448], [-3.163, -2.106, 2.021], [-1.125, -0.872, 2.707], [1.301, -1.256, 2.988], [3.166, -0.661, 2.145], [4.836, -0.547, 0.703], [5.734, 0.046, -1.514], [4.216, 0.166, -3.460], [1.823, -0.500, -3.194]],
  "lumo_energy_ev": [-7.282, -7.271],
  "s_squared": 2.011,
  "multiplicity": 3,
  "total_charge": 2
}



Record 3
{
  "formula": "C11H10ClNOTi",
  "method": "ωB97M-V with the def2-TZVPD basis set",
  "symbols": ["C", "C", "C", "H", "C", "C", "H", "H", "H", "H", "Ti", "Cl", "C", "C", "C", "H", "C", "C", "H", "H", "H", "H", "O", "C", "N"],
  "coordinates": [[-2.547, -0.986, -0.065], [-1.893, -1.178, -1.333], [-1.438, 0.093, -1.805], [-1.779, -2.092, -1.874], [-1.743, 1.074, -0.823], [-2.436, 0.421, 0.259], [-2.771, 0.940, 1.151], [-2.920, -1.749, 0.593], [-1.002, 0.294, -2.772], [-1.553, 2.137, -0.945], [-0.605, -0.695, 0.491], [0.131, -2.789, 0.860], [2.582, 0.183, 0.284], [2.078, 1.397, -0.252], [1.607, 1.130, -1.573], [2.021, 2.353, 0.270], [1.836, -0.247, -1.864], [2.445, -0.842, -0.712], [2.692, -1.885, -0.598], [2.986, 0.034, 1.275], [1.096, 1.847, -2.216], [1.475, -0.776, -2.731], [0.001, 0.378, 4.348], [-0.074, 0.448, 3.177], [-0.189, 0.511, 1.961]],
  "lumo_energy_ev": [5.271, 5.195],
  "s_squared": 2.006,
  "multiplicity": 3,
  "total_charge": -2
}



Record 4
{
  "formula": "C34H34GeN4O5RuS",
  "method": "ωB97M-V with the def2-TZVPD basis set",
  "symbols": ["Ru", "N", "C", "C", "C", "C", "C", "C", "C", "C", "N", "C", "H", "H", "H", "H", "H", "H", "H", "H", "C", "C", "N", "C", "C", "N", "C", "O", "O", "C", "O", "O", "H", "H", "H", "H", "H", "C", "Ge", "C", "C", "C", "C", "C", "C", "C", "C", "C", "C", "C", "C", "C", "C", "C", "C", "H", "H", "H", "H", "H", "H", "H", "H", "H", "H", "H", "H", "H", "H", "H", "C", "S", "C", "O", "H", "H", "H", "H", "H", "H"],
  "coordinates": [[0.363, 0.678, -0.381], [2.373, 0.657, 1.046], [2.213, 1.654, 2.081], [3.158, 1.903, 3.042], [2.934, 2.882, 4.029], [1.767, 3.596, 4.045], [0.776, 3.363, 3.066], [-0.467, 4.025, 3.051], [-1.389, 3.715, 2.083], [-1.058, 2.766, 1.114], [0.107, 2.129, 1.087], [1.018, 2.392, 2.063], [2.467, -0.278, 1.438], [3.224, 0.830, 0.521], [4.085, 1.343, 3.053], [3.693, 3.053, 4.781], [1.587, 4.342, 4.808], [-0.684, 4.766, 3.811], [-2.362, 4.184, 2.063], [-1.767, 2.522, 0.333], [-0.273, 4.417, -1.774], [-0.512, 3.160, -2.526], [-0.338, 1.926, -2.079], [-0.651, 1.066, -3.112], [-1.036, 1.801, -4.197], [-0.941, 3.105, -3.799], [-1.550, 1.507, -5.579], [-1.581, 0.260, -5.960], [-1.901, 2.448, -6.236], [-0.506, -0.396, -2.918], [-0.766, -1.186, -3.806], [-0.113, -0.735, -1.723], [0.244, 4.203, -0.842], [-1.212, 4.924, -1.548], [0.335, 5.104, -2.363], [-1.179, 3.873, -4.417], [-1.271, -0.383, -5.284], [-1.089, -0.443, 2.989], [-0.642, -1.005, 1.139], [0.754, -2.403, 1.171], [1.047, -3.118, 0.006], [1.927, -4.189, 0.070], [2.522, -4.526, 1.280], [2.254, -3.792, 2.433], [1.378, -2.718, 2.382], [-2.313, -1.830, 0.383], [-3.004, -1.105, -0.620], [-4.229, -1.513, -1.093], [-4.794, -2.707, -0.616], [-4.153, -3.457, 0.380], [-4.770, -4.595, 0.931], [-4.158, -5.331, 1.950], [-2.920, -4.940, 2.422], [-2.272, -3.826, 1.864], [-2.881, -3.038, 0.877], [-1.410, -1.322, 3.553], [-1.912, 0.271, 2.978], [-0.239, 0.014, 3.495], [0.591, -2.843, -0.937], [2.150, -4.753, -0.827], [3.205, -5.364, 1.327], [2.719, -4.055, 3.374], [1.156, -2.159, 3.285], [-2.576, -0.184, -0.991], [-4.757, -0.918, -1.826], [-5.733, -3.064, -1.025], [-5.761, -4.868, 0.587], [-4.653, -6.195, 2.373], [-2.446, -5.500, 3.216], [-1.266, -3.580, 2.184], [4.143, 0.201, -3.561], [3.755, 0.834, -1.922], [4.125, 2.592, -2.166], [2.238, 0.802, -1.837], [3.679, 0.821, -4.325], [3.767, -0.819, -3.614], [5.228, 0.199, -3.666], [5.157, 2.805, -1.889], [3.445, 3.127, -1.507], [3.951, 2.879, -3.201]],
  "lumo_energy_ev": [-12.963, -12.738],
  "s_squared": 0.805,
  "multiplicity": 2,
  "total_charge": 3
}



Record 5
{
  "formula": "C17H25N6OPt",
  "method": "ωB97M-V with the def2-TZVPD basis set",
  "symbols": ["Pt", "N", "C", "C", "N", "C", "C", "N", "H", "H", "H", "H", "H", "H", "H", "H", "H", "H", "H", "H", "H", "C", "C", "C", "C", "C", "C", "N", "N", "C", "C", "C", "C", "C", "N", "H", "H", "H", "H", "H", "H", "H", "H", "H", "C", "C", "O", "H", "H", "H"],
  "coordinates": [[-0.091, 0.092, -0.219], [1.687, 1.183, -0.294], [2.148, 1.528, 1.089], [0.924, 1.708, 1.954], [0.031, 0.507, 1.817], [0.228, -0.554, 2.870], [1.652, -1.018, 3.080], [2.145, -1.755, 1.906], [2.405, 0.643, -0.782], [1.516, 2.028, -0.840], [2.752, 2.435, 1.063], [2.771, 0.703, 1.422], [0.346, 2.575, 1.625], [1.190, 1.870, 2.999], [-0.911, 0.863, 2.010], [-0.417, -1.393, 2.601], [-0.160, -0.129, 3.799], [1.664, -1.625, 3.988], [2.307, -0.173, 3.292], [1.956, -2.744, 2.050], [3.160, -1.703, 1.861], [-4.154, 3.041, 2.559], [-3.758, 3.810, 1.470], [-3.015, 3.243, 0.448], [-2.662, 1.899, 0.550], [-3.053, 1.114, 1.640], [-3.814, 1.691, 2.642], [-1.926, 1.259, -0.487], [-2.144, 1.628, -1.651], [-1.403, 0.971, -2.639], [-1.753, 1.188, -3.953], [-1.098, 0.467, -4.949], [-0.117, -0.433, -4.577], [0.205, -0.584, -3.234], [-0.418, 0.101, -2.263], [-4.743, 3.491, 3.346], [-4.037, 4.853, 1.414], [-2.709, 3.823, -0.412], [-2.858, 0.045, 1.643], [-4.165, 1.092, 3.470], [-2.539, 1.897, -4.172], [-1.357, 0.609, -5.990], [0.417, -1.020, -5.311], [0.998, -1.256, -2.949], [0.180, -2.660, -0.247], [1.214, -1.596, -0.484], [2.237, -1.515, -1.020], [-0.059, -3.095, -1.221], [-0.749, -2.308, 0.219], [0.618, -3.414, 0.404]],
  "lumo_energy_ev": [-12.184, -12.186],
  "total_charge": 3
}



Record 6
{
  "formula": "C21H70O21",
  "method": "ωB97M-V with the def2-TZVPD basis set",
  "symbols": ["C", "O", "H", "H", "H", "H", "C", "O", "H", "H", "H", "H", "C", "O", "H", "H", "H", "H", "C", "O", "H", "H", "H", "H", "C", "O", "H", "H", "H", "H", "C", "O", "H", "H", "H", "H", "C", "O", "H", "H", "H", "H", "C", "C", "O", "O", "H", "H", "H", "H", "H", "H", "C", "C", "O", "O", "H", "H", "H", "H", "H", "H", "C", "C", "O", "O", "H", "H", "H", "H", "H", "H", "C", "C", "O", "O", "H", "H", "H", "H", "H", "H", "C", "C", "O", "O", "H", "H", "H", "H", "H", "H", "C", "C", "O", "O", "H", "H", "H", "H", "H", "H", "C", "C", "O", "O", "H", "H", "H", "H", "H", "H"],
  "coordinates": [[-2.048, 1.309, 4.528], [-0.835, 1.456, 5.263], [-2.214, 2.174, 3.845], [-2.063, 0.479, 3.826], [-2.928, 1.304, 5.181], [-0.732, 2.370, 5.525], [-3.898, 1.702, 1.093], [-3.847, 0.269, 1.110], [-2.888, 2.114, 1.113], [-4.392, 2.092, 0.205], [-4.411, 2.047, 1.990], [-2.933, -0.001, 0.931], [3.935, -1.846, -0.061], [3.044, -1.959, 1.032], [4.373, -0.848, -0.054], [4.725, -2.600, -0.036], [3.392, -1.904, -1.018], [2.469, -2.718, 0.853], [-1.734, -4.221, -2.428], [-1.537, -3.254, -1.396], [-2.801, -4.457, -2.520], [-1.423, -3.833, -3.405], [-1.162, -5.111, -2.194], [-1.653, -2.359, -1.738], [5.139, 1.885, 0.857], [3.973, 2.091, 1.640], [4.905, 1.486, -0.138], [5.747, 2.788, 0.815], [5.716, 1.089, 1.343], [3.650, 2.990, 1.468], [-2.500, -2.709, 2.294], [-3.150, -1.651, 3.042], [-2.380, -2.404, 1.245], [-1.490, -2.763, 2.702], [-3.041, -3.654, 2.349], [-3.786, -1.171, 2.481], [2.973, 2.276, -2.873], [2.639, 3.132, -1.812], [2.107, 2.173, -3.549], [3.756, 2.761, -3.449], [3.273, 1.277, -2.549], [1.923, 2.716, -1.293], [1.563, 5.467, 0.993], [1.973, 6.740, 0.273], [2.574, 6.350, -0.982], [2.603, 4.465, 0.839], [0.640, 5.063, 0.567], [1.518, 5.627, 2.066], [2.578, 7.375, 0.920], [1.075, 7.299, -0.021], [3.300, 6.952, -1.172], [2.837, 4.473, -0.120], [0.554, -0.170, -3.550], [0.871, -1.041, -4.765], [1.159, -0.300, -5.951], [-0.456, 0.803, -3.859], [1.452, 0.366, -3.222], [0.231, -0.815, -2.724], [0.027, -1.729, -4.924], [1.711, -1.739, -4.598], [1.717, 0.444, -5.699], [-1.270, 0.267, -4.001], [-4.712, -1.951, -2.705], [-3.658, -1.702, -3.773], [-2.489, -1.013, -3.245], [-5.218, -0.683, -2.263], [-4.219, -2.446, -1.856], [-5.483, -2.585, -3.162], [-4.073, -1.062, -4.564], [-3.359, -2.649, -4.224], [-2.800, -0.361, -2.585], [-5.242, -0.677, -1.294], [2.362, -3.126, 4.043], [2.297, -1.696, 4.499], [3.049, -1.516, 5.682], [2.052, -4.039, 5.058], [3.361, -3.275, 3.594], [1.728, -3.274, 3.150], [1.252, -1.396, 4.652], [2.764, -1.111, 3.711], [2.909, -2.307, 6.219], [1.702, -4.833, 4.653], [0.271, -0.230, 0.421], [0.780, 0.980, 1.132], [1.259, 1.949, 0.219], [-1.122, -0.141, 0.084], [0.311, -1.062, 1.128], [0.840, -0.553, -0.451], [1.592, 0.679, 1.804], [-0.010, 1.378, 1.786], [1.632, 2.704, 0.712], [-1.346, 0.747, -0.248], [-2.177, 4.361, -2.140], [-1.372, 3.484, -1.243], [-1.551, 2.089, -1.626], [-3.575, 4.124, -1.946], [-1.964, 4.138, -3.191], [-2.003, 5.406, -1.890], [-1.722, 3.532, -0.214], [-0.302, 3.697, -1.320], [-1.169, 1.990, -2.529], [-3.840, 3.307, -2.374], [0.724, -5.215, 1.073], [-0.666, -5.546, 1.562], [-1.675, -5.458, 0.540], [0.831, -3.886, 0.506], [1.029, -5.992, 0.358], [1.363, -5.227, 1.963], [-0.932, -4.904, 2.413], [-0.698, -6.595, 1.862], [-1.595, -4.635, 0.039], [0.316, -3.829, -0.315]],
  "lumo_energy_ev": 0.387
}



Record 7
{
  "formula": "C4H10N2O",
  "method": "ωB97M-V with the def2-TZVPD basis set",
  "symbols": ["C", "C", "N", "C", "N", "C", "O", "H", "H", "H", "H", "H", "H", "H", "H", "H", "H"],
  "coordinates": [[0.140, -0.248, -0.556], [2.538, -0.103, 0.041], [0.617, 0.529, 0.415], [-1.679, 0.625, 0.176], [-0.093, -1.607, -0.501], [-1.998, 1.907, 0.281], [-2.539, -0.380, 0.501], [-2.227, -1.186, 0.064], [0.507, 0.112, 1.337], [0.229, 0.141, -1.567], [0.187, -2.147, -1.307], [0.084, -2.062, 0.385], [2.702, -1.069, 0.518], [2.748, -0.114, -1.025], [3.031, 0.718, 0.547], [-3.010, 2.221, 0.519], [-1.238, 2.664, 0.171]],
  "lumo_energy_ev": 0.647
}



Record 8
{
  "formula": "C6H10O",
  "method": "ωB97M-V with the def2-TZVPD basis set",
  "symbols": ["C", "C", "C", "C", "C", "O", "C", "H", "H", "H", "H", "H", "H", "H", "H", "H", "H"],
  "coordinates": [[-1.319, -1.031, -0.787], [-0.251, -0.244, -0.353], [0.217, 1.476, -0.473], [0.986, 1.149, 0.775], [-0.315, 0.407, 0.969], [1.941, 0.184, 0.396], [1.188, -0.760, -0.387], [-2.333, -0.644, -0.727], [-1.275, -1.553, 0.924], [-1.155, -1.820, -1.517], [0.773, 1.442, -1.409], [-0.538, 2.257, -0.446], [1.373, 1.883, 1.475], [-1.207, 0.946, 1.282], [-0.928, -1.136, 1.602], [1.597, -0.808, -1.403], [1.246, -1.749, 0.081]],
  "lumo_energy_ev": 0.554
}